{
  "formula": "C6H10",
  "method": "ωB97M-V/def2-TZVPD",
  "elements": ["C", "C", "C", "C", "C", "C", "H", "H", "H", "H", "H", "H", "H", "H", "H", "H"],
  "xyz": [[-0.44, 1.23, 0.45], [1.05, 0.89, 0.16], [1.32, -0.57, -0.13], [0.44, -1.53, 0.19], [-0.96, -1.21, 0.45], [-1.39, 0.06, 0.39], [-0.79, 2.04, -0.21], [-0.52, 1.63, 1.47], [1.65, 1.14, 1.05], [1.45, 1.53, -0.64], [2.29, -0.81, -0.56], [-0.01, -0.10, -1.95], [0.72, -2.58, 0.07], [-1.67, -2.03, 0.53], [-2.45, 0.28, 0.35], [-0.72, 0.08, -1.81]],
  "max_force_ev_per_a": 0.37,
  "energy_ha": -234.53381,
  "multiplicity": 1,
  "smiles": "C1=CCCC=C1.[H][H]",
  "orbital_gap_ha": 0.345,
  "relative_energy_ev": 1.869
}